Entry 1:
Here is a structure of composition C19H25BCoN5O2SSe from the Open Molecules 2025 dataset. Energies are from the ωB97M-V functional and the def2-TZVPD basis.

- HOMO level (alpha / beta): -3.41 / -3.67 eV
- Electronic energy: -5370.7103 Eh
- 2S+1: 2
- LUMO energy (alpha / beta): 2.73 / 2.71 eV
- Orbital gap (alpha / beta): 6.140 / 6.373 eV
- Net charge: -1

XYZ file:
```
55
Properties=species:S:1:pos:R:3:lowdin_spin:R:1
Co 0.931 -0.088 0.554 1.01
C -0.756 0.149 4.465 0.00
C -0.366 -0.136 3.050 0.01
N 0.718 0.267 2.486 0.00
N 1.631 0.982 3.191 0.00
C 2.732 1.149 2.494 0.00
N 3.722 1.869 3.109 0.00
S 3.055 0.537 0.905 -0.01
C -1.232 -0.906 2.155 0.00
C -2.464 -1.418 2.558 0.00
C -3.236 -2.115 1.652 0.00
C -2.756 -2.296 0.362 0.00
C -1.519 -1.773 0.033 0.00
N -0.767 -1.089 0.899 0.00
H 0.023 0.738 4.939 0.00
H -0.897 -0.778 5.027 0.00
H -1.693 0.708 4.492 0.00
H 3.408 2.452 3.869 0.00
H 4.403 2.272 2.489 0.00
H -2.814 -1.236 3.564 0.00
H -4.203 -2.507 1.943 0.00
H -3.323 -2.838 -0.383 0.00
H -1.086 -1.908 -0.949 0.00
Se -0.109 2.258 0.065 0.00
C -1.316 2.510 1.497 0.01
C -2.583 1.914 1.538 0.00
C -3.415 2.121 2.625 0.00
N -3.111 2.885 3.676 0.00
C -1.908 3.467 3.633 0.00
C -0.996 3.305 2.607 0.00
H -2.911 1.291 0.711 0.00
H -4.392 1.644 2.651 0.00
H -1.651 4.088 4.487 0.00
H -0.028 3.786 2.656 0.00
C 0.151 -2.305 -4.276 0.00
C 1.184 -1.703 -3.340 0.00
C 2.426 -2.589 -3.291 0.00
O 0.646 -1.645 -2.010 -0.01
B 1.182 -0.508 -1.352 -0.04
O 1.867 0.254 -2.303 -0.01
C 1.527 -0.215 -3.611 0.00
C 2.701 0.011 -4.547 0.00
C 0.318 0.591 -4.082 0.00
H -0.033 -3.344 -3.997 0.00
H 0.506 -2.286 -5.310 0.00
H -0.792 -1.763 -4.221 0.00
H 2.143 -3.560 -2.882 0.00
H 3.180 -2.151 -2.637 0.00
H 2.857 -2.739 -4.283 0.00
H 3.612 -0.430 -4.147 0.00
H 2.865 1.082 -4.665 0.00
H 2.501 -0.419 -5.533 0.00
H -0.535 0.424 -3.424 0.00
H 0.035 0.342 -5.108 0.00
H 0.571 1.650 -4.030 0.00
```

---

Entry 2:
Here is a structure of composition C19H25BeN3SSi from the Open Molecules 2025 dataset. Energies are from the ωB97M-V functional and the def2-TZVPD basis.

- HOMO level: -4.61 eV
- Electronic energy: -1605.6147 Eh
- LUMO energy: -0.43 eV
- Orbital gap: 4.179 eV

XYZ file:
```
50
Properties=species:S:1:pos:R:3:lowdin_charge:R:1
C 1.072 2.285 2.240 -0.13
C 0.089 2.312 1.204 -0.12
C -1.194 2.200 1.810 -0.12
H 0.272 2.413 0.140 0.11
C -1.008 2.083 3.223 -0.13
C 0.394 2.122 3.487 -0.13
H 0.852 2.127 4.477 0.12
H 2.140 2.434 2.090 0.12
H -2.136 2.139 1.276 0.11
H -1.800 1.968 3.953 0.11
Be -0.056 0.746 2.219 -0.14
C -1.488 -3.186 -3.184 -0.05
H -2.226 -3.209 -2.377 0.02
H -1.839 -2.524 -3.980 0.02
H -0.533 -2.822 -2.800 -0.02
Si -0.244 -0.785 -0.453 0.60
C 1.488 -0.704 -1.122 -0.39
C 2.251 0.488 -1.159 -0.12
H 1.884 1.399 -0.679 0.08
C 3.471 0.518 -1.843 -0.11
H 4.050 1.443 -1.867 0.10
C 3.944 -0.629 -2.496 -0.11
H 4.892 -0.596 -3.037 0.09
C 3.211 -1.823 -2.433 -0.10
H 3.581 -2.717 -2.935 0.10
C 2.010 -1.874 -1.719 -0.13
H 1.455 -2.811 -1.639 0.08
C -1.339 0.293 -1.497 -0.36
C -0.908 0.860 -2.718 -0.10
H 0.061 0.584 -3.141 0.10
C -1.716 1.790 -3.386 -0.10
H -1.368 2.234 -4.319 0.10
C -2.961 2.155 -2.856 -0.11
H -3.579 2.896 -3.369 0.09
C -3.409 1.575 -1.661 -0.11
H -4.373 1.858 -1.240 0.09
C -2.621 0.629 -1.001 -0.15
H -2.996 0.143 -0.097 0.09
H -0.732 -2.193 -0.361 -0.06
H -1.356 -4.198 -3.580 0.01
N 1.261 -0.474 2.385 0.02
N 0.964 -1.290 3.562 -0.01
C -0.377 -1.311 3.811 -0.82
N -0.771 -1.673 5.035 0.11
S -1.483 -1.007 2.564 0.79
H 1.284 -1.123 1.575 0.07
H 2.216 -0.129 2.484 0.13
H 1.537 -1.028 4.376 0.15
H -1.756 -1.671 5.280 0.11
H -0.110 -1.915 5.760 0.11
```

---

Entry 3:
Here is a structure of composition C19H25Cl3CrN7SSi from the Open Molecules 2025 dataset. Energies are from the ωB97M-V functional and the def2-TZVPD basis.

- HOMO level (alpha / beta): -13.17 / -13.37 eV
- Electronic energy: -4234.6714 Eh
- 2S+1: 4
- LUMO energy (alpha / beta): -6.69 / -6.90 eV
- Orbital gap (alpha / beta): 6.480 / 6.475 eV
- Net charge: +2

XYZ file:
```
57
Properties=species:S:1:pos:R:3:lowdin_spin:R:1
Cr 0.473 0.017 -0.184 2.86
C 2.563 2.182 3.011 0.00
C 1.643 1.533 2.033 0.02
N 1.984 0.809 1.029 -0.01
N 3.285 0.535 0.724 0.00
C 3.561 -0.251 -0.353 0.00
N 4.840 -0.508 -0.583 0.00
S 2.355 -0.890 -1.357 0.00
C 0.173 1.684 2.189 0.00
C -0.398 2.397 3.223 0.00
C -1.786 2.474 3.302 0.01
C -2.553 1.835 2.349 0.00
C -1.911 1.135 1.336 0.01
N -0.586 1.066 1.257 0.00
H 3.617 2.026 2.804 0.00
H 2.361 1.802 4.013 0.00
H 2.386 3.259 3.024 0.00
H 4.025 0.899 1.306 0.00
H 5.591 -0.160 -0.007 0.00
H 5.086 -1.089 -1.369 0.00
H 0.217 2.887 3.964 0.00
H -2.253 3.027 4.107 0.00
H -3.633 1.867 2.378 0.00
H -2.459 0.606 0.566 0.00
C 1.442 -2.297 2.641 0.00
C 0.388 -2.648 1.634 0.00
C -0.255 -3.867 1.655 0.01
C -1.226 -4.142 0.691 0.01
C -1.546 -3.220 -0.280 0.01
C -0.873 -1.996 -0.263 0.02
N 0.060 -1.743 0.697 -0.02
N -0.960 -0.918 -1.100 0.03
Si -1.969 -0.856 -2.560 0.00
C -1.685 0.792 -3.381 0.00
C -1.467 -2.224 -3.715 0.00
C -3.758 -0.975 -2.052 0.00
H 1.016 -2.267 3.644 0.00
H 1.886 -1.328 2.423 0.00
H 2.230 -3.049 2.645 0.00
H 0.000 -4.595 2.412 0.00
H -1.729 -5.100 0.703 0.00
H -2.287 -3.433 -1.036 0.00
H -0.663 0.904 -3.750 0.00
H -1.931 1.634 -2.729 0.00
H -2.347 0.855 -4.248 0.00
H -0.427 -2.108 -4.026 0.00
H -2.086 -2.193 -4.616 0.00
H -1.576 -3.218 -3.280 0.00
H -4.062 -0.104 -1.465 0.00
H -3.990 -1.868 -1.471 0.00
H -4.389 -0.995 -2.944 0.00
Cl -0.988 4.713 -2.639 0.00
C 0.613 3.984 -2.725 0.00
Cl 1.832 5.034 -1.996 0.00
Cl 1.040 3.559 -4.376 0.00
C 0.578 2.745 -1.935 0.02
N 0.547 1.783 -1.321 0.00
```

---

Entry 4:
Here is a structure of composition C19H25ClF3N2O4PS from the Open Molecules 2025 dataset. Energies are from the ωB97M-V functional and the def2-TZVPD basis.

- HOMO level: -9.37 eV
- Electronic energy: -2648.8579 Eh
- LUMO energy: 0.55 eV
- Orbital gap: 9.921 eV

XYZ file:
```
56
Properties=species:S:1:pos:R:3:lowdin_charge:R:1
C 3.326 0.578 2.301 0.00
C 3.651 -0.896 2.420 -0.48
O 4.250 -1.335 3.378 0.08
N 3.173 -1.703 1.367 -0.13
C 3.690 -1.312 0.053 -0.04
C 3.255 -3.146 1.614 -0.16
C 1.889 -3.868 1.594 -0.16
C 0.758 -3.135 0.876 -0.21
C 0.166 -2.001 1.701 -0.24
N -1.122 -1.477 1.132 -0.40
P -1.082 -0.171 -0.079 0.60
O 0.259 0.650 0.353 -0.35
Cl -0.251 -1.206 -1.636 0.37
S -2.227 -1.176 2.295 0.52
O -3.307 -0.431 1.768 -0.27
O -2.420 -2.323 3.102 -0.23
F -1.417 -0.159 3.213 -0.17
H 2.379 0.742 1.791 0.06
H 3.306 0.996 3.305 0.09
H 4.116 1.093 1.752 0.09
H 4.731 -1.628 -0.069 0.10
H 3.640 -0.232 -0.066 0.08
H 3.081 -1.756 -0.733 0.08
H 3.763 -3.325 2.558 0.11
H 3.884 -3.592 0.840 0.12
H 2.045 -4.809 1.063 0.11
H 1.583 -4.137 2.608 0.11
H -0.053 -3.844 0.693 0.12
H 1.096 -2.802 -0.102 0.05
H -0.070 -2.418 2.679 0.11
H 0.860 -1.180 1.854 0.09
H 0.030 1.271 1.062 0.04
F -1.733 2.409 1.567 0.01
C -2.416 3.471 2.069 -0.27
C -2.782 3.444 3.397 -0.01
C -3.479 4.533 3.902 -0.08
C -3.794 5.607 3.082 -0.09
C -3.411 5.599 1.748 -0.08
C -2.710 4.520 1.226 -0.01
H -2.531 2.589 4.011 0.12
H -3.776 4.537 4.942 0.11
H -4.339 6.451 3.483 0.10
H -3.659 6.433 1.106 0.11
H -2.398 4.488 0.191 0.12
F 1.060 -1.190 -4.523 0.02
C 0.108 -0.816 -5.406 -0.29
C 0.267 -1.162 -6.733 -0.02
C -0.712 -0.775 -7.638 -0.09
C -1.818 -0.054 -7.211 -0.10
C -1.950 0.280 -5.870 -0.08
C -0.983 -0.103 -4.950 -0.03
H 1.140 -1.720 -7.041 0.12
H -0.606 -1.040 -8.681 0.10
H -2.576 0.245 -7.922 0.10
H -2.810 0.843 -5.533 0.11
H -1.069 0.143 -3.902 0.07
```

---

Entry 5:
Here is the molecule C19H25ClN2O6S from the Open Molecules 2025 dataset. Energies are from the ωB97M-V functional and the def2-TZVPD basis.

- HOMO level: -9.35 eV
- Electronic energy: -2158.3912 Eh
- LUMO energy: 0.41 eV
- Orbital gap: 9.761 eV
- SMILES string: CC(C)CN(C(=O)COC(=O)CNC(=O)c1ccc(Cl)cc1)[C@H]1CCS(=O)(=O)C1

XYZ file:
```
54
Properties=species:S:1:pos:R:3:lowdin_charge:R:1
C -0.899 3.240 1.953 -0.07
H -1.686 2.871 1.302 0.06
H -0.845 2.593 2.826 0.09
H -1.176 4.238 2.285 0.08
C 0.455 3.278 1.246 -0.39
C 1.502 3.868 2.191 -0.07
H 2.463 3.976 1.693 0.07
H 1.631 3.223 3.058 0.09
H 1.189 4.849 2.539 0.08
H 0.382 3.924 0.364 0.14
C 0.911 1.878 0.778 -0.12
N 0.564 1.607 -0.606 0.01
C 1.419 1.691 -1.647 -0.44
O 1.058 1.778 -2.804 0.08
C 2.924 1.634 -1.336 -0.04
H 3.293 2.574 -0.922 0.14
H 3.425 1.431 -2.288 0.14
O 3.261 0.625 -0.381 0.00
C 2.740 -0.586 -0.582 -0.46
O 2.086 -0.906 -1.536 0.15
C 3.043 -1.524 0.585 -0.06
N 2.073 -2.590 0.630 0.08
C 0.784 -2.286 0.969 -0.43
O 0.480 -1.189 1.401 0.08
C -0.194 -3.393 0.811 -0.13
C 0.181 -4.734 0.882 -0.03
C -0.762 -5.732 0.733 -0.10
C -2.088 -5.392 0.498 -0.67
C -2.480 -4.064 0.437 -0.07
C -1.534 -3.072 0.606 0.00
H -1.845 -2.039 0.565 0.09
H -3.508 -3.798 0.256 0.11
Cl -3.257 -6.643 0.294 0.69
H -0.477 -6.771 0.796 0.11
H 1.205 -5.007 1.088 0.11
H 2.222 -3.365 0.003 0.14
H 4.047 -1.938 0.478 0.14
H 2.984 -0.951 1.514 0.14
C -0.818 1.235 -0.879 -0.31
C -0.949 -0.027 -1.714 -0.14
H -0.598 -0.919 -1.207 0.09
H -0.489 0.068 -2.692 0.11
S -2.752 -0.073 -1.896 0.69
O -3.169 -0.616 -3.158 -0.31
O -3.322 -0.668 -0.714 -0.33
C -3.026 1.740 -1.822 -0.18
C -1.633 2.307 -1.624 -0.16
H -1.151 2.493 -2.584 0.12
H -1.655 3.241 -1.062 0.12
H -3.501 2.056 -2.744 0.10
H -3.682 1.918 -0.975 0.10
H -1.284 1.031 0.089 0.15
H 1.990 1.816 0.894 0.11
H 0.471 1.098 1.405 0.12
```

---

Entry 6:
Here is the molecule C19H25ClN4O2 from the Open Molecules 2025 dataset. Energies are from the ωB97M-V functional and the def2-TZVPD basis.

- HOMO level: -8.18 eV
- Electronic energy: -1568.7114 Eh
- LUMO energy: 0.00 eV
- Orbital gap: 8.175 eV
- SMILES string: CCN(CC)CCNC(=O)CCn1nc(-c2ccc(Cl)cc2)ccc1=O

XYZ file:
```
51
Properties=species:S:1:pos:R:3:lowdin_charge:R:1
C 4.764 1.557 2.114 -0.09
H 5.610 2.152 2.448 0.07
H 4.018 1.529 2.903 0.08
H 4.326 2.039 1.244 0.06
C 5.220 0.137 1.786 -0.27
N 4.092 -0.705 1.444 -0.21
C 4.239 -2.105 1.776 -0.25
C 5.380 -2.841 1.061 -0.08
H 6.342 -2.413 1.330 0.06
H 5.376 -3.890 1.345 0.07
H 5.264 -2.778 -0.019 0.06
H 3.290 -2.595 1.546 0.11
H 4.394 -2.173 2.858 0.11
C 3.506 -0.449 0.144 -0.18
H 3.548 -1.338 -0.498 0.12
C 2.034 -0.036 0.300 -0.15
N 1.414 0.191 -0.984 0.07
C 0.268 -0.406 -1.356 -0.52
O -0.285 -1.272 -0.708 0.06
C -0.306 0.102 -2.680 -0.07
H 0.465 0.126 -3.450 0.12
H -1.094 -0.589 -2.978 0.11
C -0.902 1.504 -2.492 -0.11
N -1.688 1.544 -1.272 -0.05
N -2.869 0.975 -1.348 0.18
C -3.621 0.869 -0.288 -0.21
C -3.159 1.344 0.976 0.02
C -1.943 1.930 1.051 0.05
C -1.111 2.069 -0.121 -0.43
O -0.005 2.586 -0.159 0.03
H -1.531 2.291 1.981 0.12
H -3.765 1.203 1.858 0.11
C -4.924 0.223 -0.463 -0.17
C -5.100 -0.703 -1.491 -0.02
C -6.315 -1.330 -1.679 -0.09
C -7.374 -1.028 -0.835 -0.68
C -7.224 -0.104 0.187 -0.10
C -6.002 0.516 0.370 -0.03
H -5.901 1.250 1.156 0.11
H -8.057 0.128 0.831 0.11
Cl -8.898 -1.808 -1.062 0.67
H -6.445 -2.050 -2.471 0.11
H -4.263 -0.929 -2.131 0.11
H -0.120 2.258 -2.384 0.12
H -1.554 1.755 -3.330 0.13
H 1.741 0.993 -1.500 0.14
H 1.966 0.870 0.908 0.12
H 1.475 -0.834 0.792 0.12
H 4.050 0.352 -0.367 0.12
H 5.695 -0.290 2.673 0.11
H 5.976 0.173 0.982 0.12
```

---

Entry 7:
Here is a cluster of 3 separate species, C19H25I2NO6S2 in total from the Open Molecules 2025 dataset. Energies are from the ωB97M-V functional and the def2-TZVPD basis.

- HOMO level: -9.18 eV
- Electronic energy: -2636.9364 Eh
- LUMO energy: -0.36 eV
- Orbital gap: 8.823 eV
- SMILES string: C[C@@H](I)[C@@H](I)c1ccc2c(c1)C(=O)NC2=O.O=S1(=O)CCCC1.O=S1(=O)CCCC1

XYZ file:
```
55
Properties=species:S:1:pos:R:3:lowdin_charge:R:1
C 3.634 0.288 -0.349 -0.21
C 2.114 0.024 -0.495 -0.80
I 1.558 -1.064 1.294 0.94
C 1.350 1.346 -0.614 -0.73
I 1.896 2.461 -2.375 0.94
C -0.163 1.207 -0.556 -0.34
C -0.907 2.274 -0.108 -0.03
C -2.277 2.207 -0.019 0.01
C -2.853 1.035 -0.390 -0.10
C -2.151 -0.074 -0.837 -0.08
C -0.797 0.048 -0.931 -0.05
C -3.075 -1.231 -1.148 -0.35
O -2.873 -2.221 -1.797 0.14
N -4.324 -0.858 -0.497 0.13
C -4.305 0.606 -0.430 -0.36
O -5.323 1.244 -0.461 0.13
H 4.103 -0.688 -0.208 0.06
H 4.040 0.829 -1.201 0.03
H 3.772 0.815 0.599 0.07
H 1.958 -0.578 -1.393 0.08
H 1.606 1.933 0.273 0.09
H -0.392 3.177 0.205 0.13
H -2.890 3.029 0.329 0.13
H -0.202 -0.777 -1.303 0.11
H -4.167 -1.107 0.484 0.15
C 2.494 -1.820 7.580 -0.22
C 1.605 -2.666 6.659 -0.21
C 1.725 -2.084 5.245 -0.24
S 3.352 -1.325 5.150 0.62
O 3.187 0.097 4.992 -0.33
O 4.188 -2.095 4.267 -0.33
C 3.821 -1.659 6.845 -0.23
H 2.631 -2.289 8.553 0.11
H 2.035 -0.841 7.739 0.12
H 1.957 -3.699 6.664 0.12
H 0.568 -2.672 6.994 0.11
H 1.648 -2.855 4.481 0.09
H 0.984 -1.307 5.066 0.10
H 4.429 -0.841 7.223 0.11
H 4.391 -2.587 6.853 0.11
C -3.156 0.690 -5.540 -0.22
C -2.533 2.056 -5.859 -0.21
C -1.156 2.101 -5.185 -0.23
S -0.589 0.399 -5.091 0.64
O -0.509 0.016 -3.704 -0.34
O 0.517 0.210 -5.993 -0.32
C -2.058 -0.338 -5.796 -0.22
H -4.036 0.493 -6.151 0.12
H -3.459 0.659 -4.491 0.11
H -2.417 2.159 -6.941 0.12
H -3.164 2.876 -5.519 0.11
H -0.440 2.683 -5.759 0.10
H -1.220 2.488 -4.169 0.09
H -2.248 -1.300 -5.325 0.11
H -1.881 -0.470 -6.863 0.11
```

---

Entry 8:
Here is the molecule C19H25N3O2S from the Open Molecules 2025 dataset. Energies are from the ωB97M-V functional and the def2-TZVPD basis.

- HOMO level: -8.51 eV
- Electronic energy: -1451.9336 Eh
- LUMO energy: 0.47 eV
- Orbital gap: 8.973 eV

XYZ file:
```
50
Properties=species:S:1:pos:R:3:lowdin_charge:R:1
C 1.788 3.579 0.974 -0.04
H 1.836 3.317 2.029 0.09
H 1.370 4.577 0.880 0.08
H 2.795 3.574 0.570 0.07
C 0.924 2.571 0.208 -0.53
N 1.599 1.273 0.291 -0.03
C 1.237 0.023 0.711 -0.14
C 2.323 -0.801 0.478 -0.16
C 3.290 0.039 -0.091 -0.31
N 2.852 1.274 -0.195 0.14
C 4.585 -0.569 -0.452 -0.21
H 4.884 -0.377 -1.480 0.10
H 5.387 -0.282 0.227 0.09
S 4.321 -2.420 -0.272 0.93
O 3.980 -2.908 -1.606 -0.54
C 2.706 -2.216 0.655 -0.24
H 1.983 -2.912 0.233 0.08
H 2.902 -2.475 1.697 0.09
N 0.014 -0.287 1.298 0.17
C -0.605 -1.502 1.220 -0.46
O -0.174 -2.432 0.582 0.08
C -1.869 -1.585 2.065 -0.09
H -1.559 -1.956 3.046 0.13
H -2.314 -0.597 2.199 0.12
C -2.879 -2.554 1.448 -0.18
H -2.320 -3.375 0.996 0.11
H -3.521 -2.967 2.228 0.11
C -3.760 -1.877 0.392 -0.15
C -2.958 -1.202 -0.686 -0.25
C -3.005 0.176 -0.847 -0.06
C -2.267 0.799 -1.840 -0.11
C -1.453 0.050 -2.671 -0.09
C -1.398 -1.325 -2.517 -0.06
C -2.155 -1.947 -1.542 -0.04
H -2.114 -3.020 -1.436 0.12
H -0.764 -1.915 -3.161 0.11
H -0.870 0.533 -3.442 0.10
H -2.335 1.871 -1.967 0.10
H -3.636 0.770 -0.198 0.11
H -4.404 -2.637 -0.059 0.12
H -4.405 -1.141 0.880 0.11
H -0.437 0.441 1.826 0.11
C 0.870 2.943 -1.278 -0.02
H 0.268 2.219 -1.820 0.06
H 1.875 2.938 -1.689 0.08
H 0.438 3.932 -1.405 0.09
C -0.491 2.574 0.779 -0.03
H -0.487 2.434 1.860 0.08
H -0.932 3.549 0.584 0.10
H -1.114 1.825 0.296 0.05
```

---

Record order is preserved below.
Max |F|: 0.31, 1.99, 0.11, 0.91, 0.76, 1.02, 2.74, 1.33 eV/Å